(1)
Formula: C41H43AsN11NaO5S
Source: the Open Molecules 2025 dataset
Level of theory: ωB97M-V/def2-TZVPD

Geometry as XYZ:
```
103
Properties=species:S:1:pos:R:3
Na -1.112 -0.456 0.475
C -3.384 -2.765 -2.551
C -2.441 -2.376 -1.452
N -2.672 -1.455 -0.593
N -3.810 -0.715 -0.643
C -3.711 0.362 0.169
O -2.708 0.725 0.845
C -4.943 1.234 0.191
C -4.941 2.355 1.018
C -6.047 3.194 1.072
C -7.166 2.919 0.295
C -7.173 1.801 -0.533
C -6.068 0.961 -0.585
C -1.115 -3.049 -1.292
C -0.714 -4.085 -2.133
C 0.522 -4.683 -1.939
C 1.337 -4.248 -0.907
C 0.874 -3.203 -0.120
N -0.306 -2.605 -0.305
H -4.288 -2.167 -2.460
H -3.651 -3.826 -2.490
H -2.941 -2.588 -3.538
H -4.054 2.551 1.610
H -6.036 4.065 1.718
H -8.027 3.577 0.330
H -8.044 1.585 -1.140
H -6.058 0.088 -1.226
H -1.366 -4.416 -2.933
H 0.842 -5.488 -2.588
H 2.301 -4.700 -0.713
H 1.478 -2.825 0.704
C -0.755 3.593 5.533
C -1.350 2.358 5.311
C -0.875 1.524 4.306
C 0.224 1.902 3.527
C 0.801 3.152 3.741
C 0.313 3.991 4.739
As 0.796 0.673 2.108
C 2.218 1.767 1.328
C 1.883 2.496 0.184
C 2.809 3.343 -0.417
C 4.086 3.463 0.120
C 4.422 2.751 1.267
C 3.492 1.915 1.871
C 1.884 -0.611 3.110
C 1.495 -1.073 4.364
C 2.206 -2.090 4.991
C 3.306 -2.666 4.367
C 3.695 -2.218 3.111
C 2.985 -1.199 2.487
H -1.131 4.249 6.311
H -2.195 2.045 5.914
H -1.379 0.586 4.113
H 1.633 3.485 3.138
H 0.771 4.962 4.891
H 0.879 2.416 -0.224
H 2.533 3.916 -1.296
H 4.813 4.120 -0.346
H 5.410 2.856 1.699
H 3.759 1.381 2.773
H 0.638 -0.640 4.864
H 1.894 -2.436 5.968
H 3.857 -3.461 4.857
H 4.553 -2.660 2.617
H 3.299 -0.860 1.507
N -4.082 -2.482 4.839
N -3.091 -2.567 3.868
N -2.995 -3.593 3.060
C -1.903 -3.257 2.377
N -1.384 -2.086 2.780
N -2.170 -1.657 3.758
H -4.869 -3.002 4.484
H -4.310 -1.503 4.943
H -1.496 -3.855 1.574
C 4.623 -2.183 -4.862
C 4.231 -0.702 -4.887
S 2.554 -0.554 -5.454
O 2.532 -0.913 -6.850
O 1.703 -1.237 -4.507
C 2.219 1.176 -5.351
C 2.213 1.764 -3.941
N 1.038 1.397 -3.151
C 1.034 0.510 -2.134
N -0.170 0.396 -1.589
C -0.992 1.245 -2.263
C -0.270 1.874 -3.228
N -0.737 2.879 -4.132
O -1.873 3.255 -3.988
O 0.066 3.381 -4.911
C 2.224 -0.263 -1.666
H 5.627 -2.293 -4.453
H 4.609 -2.601 -5.868
H 3.932 -2.757 -4.243
H 4.834 -0.124 -5.591
H 4.286 -0.251 -3.892
H 1.257 1.295 -5.845
H 2.980 1.668 -5.964
H 2.263 2.841 -4.023
H 3.080 1.435 -3.377
H -2.046 1.365 -2.032
H 2.382 -1.139 -2.302
H 2.021 -0.599 -0.652
H 3.133 0.341 -1.649
```

gap between HOMO and LUMO: 6.80 eV
2S+1: 1
energy relative to the best compared isomer or geometry (same formula, charge and spin): 8.9 kcal per mole
total charge: 0
DFT total energy: -145930.187 eV

=====

(2)
Formula: C41H43F3N2O3RhS3
Source: the Open Molecules 2025 dataset
Level of theory: ωB97M-V/def2-TZVPD

Geometry as XYZ:
```
96
Properties=species:S:1:pos:R:3
Rh 0.031 -1.711 0.627
C -4.163 -0.552 0.305
C -3.994 -1.927 -0.345
C -3.371 -2.943 0.613
C -3.263 -1.878 -1.676
C -3.943 -2.317 -2.810
C -3.360 -2.300 -4.068
C -2.050 -1.873 -4.197
C -1.325 -1.437 -3.094
C 0.133 -1.043 -3.275
C 0.299 0.289 -4.013
C 0.920 -2.123 -4.026
C -1.955 -1.395 -1.833
N -1.238 -0.819 -0.752
C -1.003 0.500 -0.872
C 0.125 1.106 -0.231
N 0.913 0.384 0.515
C 2.079 0.909 1.104
C 2.048 1.781 2.207
C 3.261 2.214 2.733
C 4.475 1.811 2.202
C 4.489 0.944 1.121
C 3.305 0.480 0.564
C 3.337 -0.427 -0.654
C 4.163 -1.690 -0.423
C 3.821 0.345 -1.884
C 0.758 2.234 2.870
C 0.589 3.757 2.855
C 0.677 1.726 4.313
C 0.238 2.497 -0.736
C 1.173 3.491 -0.641
C 0.943 4.708 -1.339
C -0.169 4.915 -2.112
C -1.129 3.879 -2.268
C -2.287 3.901 -3.097
C -3.061 2.775 -3.196
C -2.764 1.564 -2.514
C -1.669 1.519 -1.685
C -0.884 2.704 -1.572
H -4.746 -0.652 1.225
H -4.688 0.136 -0.364
H -3.204 -0.117 0.583
H -5.002 -2.287 -0.588
H -2.340 -2.689 0.864
H -3.372 -3.941 0.168
H -3.934 -2.980 1.549
H -4.960 -2.676 -2.694
H -3.918 -2.634 -4.935
H -1.576 -1.882 -5.173
H 0.570 -0.951 -2.280
H -0.148 0.228 -5.011
H 1.362 0.516 -4.135
H -0.166 1.122 -3.490
H 0.661 -2.132 -5.090
H 0.737 -3.113 -3.612
H 1.991 -1.917 -3.949
H 3.251 2.873 3.594
H 5.404 2.158 2.639
H 5.437 0.617 0.705
H 2.314 -0.750 -0.844
H 5.209 -1.457 -0.200
H 4.138 -2.320 -1.317
H 3.750 -2.267 0.403
H 4.855 0.682 -1.756
H 3.200 1.227 -2.062
H 3.780 -0.289 -2.775
H -0.079 1.791 2.331
H 1.414 4.246 3.383
H -0.337 4.026 3.370
H 0.543 4.163 1.845
H 1.405 2.247 4.946
H 0.869 0.656 4.355
H -0.323 1.914 4.712
H 2.066 3.373 -0.043
H 1.679 5.499 -1.248
H -0.309 5.860 -2.627
H -2.537 4.795 -3.657
H -3.933 2.793 -3.841
H -3.387 0.696 -2.681
F 4.308 -2.760 3.166
C 3.070 -3.234 3.466
F 3.056 -3.428 4.799
F 2.984 -4.449 2.901
C 1.977 -2.219 3.001
O 1.782 -1.284 3.758
O 1.511 -2.527 1.872
C -3.269 -1.884 5.598
O -2.676 -1.108 4.575
C -1.932 -1.742 3.618
S -1.665 -3.384 3.681
S -1.331 -0.624 2.497
H -3.921 -1.197 6.139
H -2.513 -2.295 6.270
H -3.840 -2.717 5.185
S 0.394 -4.526 -1.178
C 0.246 -3.182 -0.365
```

⟨S²⟩: 0.771
gap between HOMO and LUMO (alpha / beta): 5.25 / 5.83 eV
2S+1: 2
energy relative to the best compared isomer or geometry (same formula, charge and spin): 21.1 kcal per mole
total charge: -2
DFT total energy: -96007.911 eV

=====

(3)
Formula: C41H44Cl3KN10O7S3Si
Source: the Open Molecules 2025 dataset
Level of theory: ωB97M-V/def2-TZVPD

Geometry as XYZ:
```
110
Properties=species:S:1:pos:R:3
K 0.222 0.231 -0.012
C -0.468 2.410 3.589
C 0.132 2.361 2.192
O 0.912 1.445 1.948
C -0.261 3.378 1.213
C -1.067 4.453 1.643
C -1.508 5.458 0.821
C -1.133 5.409 -0.538
C -0.357 4.401 -1.020
C 0.134 3.319 -0.192
O 0.835 2.414 -0.705
H -0.129 1.522 4.122
H -1.559 2.423 3.552
H -0.148 3.298 4.136
H -1.342 4.496 2.690
H -2.115 6.266 1.206
H -1.470 6.190 -1.214
H -0.063 4.360 -2.062
S 0.311 -1.859 6.689
C 0.327 -2.008 4.907
C -0.843 -1.907 4.164
C -0.768 -2.023 2.784
N 0.380 -2.259 2.143
C 1.493 -2.366 2.858
C 1.518 -2.242 4.243
C 0.052 -0.095 6.812
C 1.129 0.780 6.835
C 0.881 2.138 6.978
N -0.336 2.660 7.101
C -1.361 1.814 7.060
C -1.223 0.442 6.923
H -1.793 -1.717 4.646
H -1.641 -1.878 2.158
H 2.404 -2.538 2.295
H 2.455 -2.315 4.778
H 2.141 0.412 6.732
H 1.711 2.836 6.992
H -2.351 2.250 7.144
H -2.095 -0.199 6.907
Cl 6.244 -1.317 -0.639
Si 5.225 -1.467 1.362
Cl 6.581 -0.072 2.496
Cl 6.300 -3.379 2.034
N -0.473 -3.936 -0.438
C -1.565 -4.554 0.036
C -1.977 -5.442 -0.936
C -1.041 -5.262 -1.970
N -0.137 -4.343 -1.664
H 0.007 -3.185 0.048
H -1.950 -4.310 1.012
H -2.826 -6.103 -0.905
H -0.987 -5.754 -2.928
C 3.055 -6.480 0.528
C 4.033 -5.545 -0.176
C 3.348 -4.299 -0.652
N 2.705 -3.509 0.135
N 2.139 -2.432 -0.516
C 2.347 -2.483 -1.793
N 1.846 -1.544 -2.684
S 3.333 -3.791 -2.297
H 3.556 -7.394 0.852
H 2.226 -6.751 -0.130
H 2.634 -5.989 1.404
H 4.508 -6.045 -1.023
H 4.830 -5.233 0.502
H 1.083 -1.023 -2.267
H 1.502 -1.979 -3.528
N 6.690 4.624 -1.819
C 5.638 4.827 -0.969
O 5.396 5.921 -0.495
C 4.836 3.596 -0.679
C 4.604 2.633 -1.652
C 3.924 1.480 -1.288
N 3.497 1.246 -0.056
C 3.702 2.182 0.863
C 4.354 3.378 0.602
H 7.333 5.387 -1.935
H 7.005 3.687 -2.002
H 4.934 2.767 -2.674
H 3.738 0.700 -2.018
H 3.333 1.957 1.856
H 4.510 4.113 1.380
C -3.570 3.296 -6.891
C -4.232 2.188 -6.121
C -3.587 0.971 -5.937
C -4.169 -0.040 -5.186
C -5.411 0.176 -4.609
C -6.077 1.380 -4.785
C -5.487 2.375 -5.544
S -6.127 -1.086 -3.607
O -5.424 -2.303 -3.916
O -7.561 -1.059 -3.730
N -5.800 -0.523 -2.107
C -4.400 -0.330 -1.680
C -3.619 -1.570 -1.272
C -2.250 -1.058 -0.798
O -2.153 -0.723 0.411
O -1.371 -0.945 -1.686
H -2.920 2.902 -7.672
H -2.953 3.908 -6.229
H -4.306 3.952 -7.357
H -2.608 0.811 -6.373
H -3.662 -0.981 -5.028
H -7.047 1.529 -4.330
H -6.001 3.319 -5.683
H -6.367 -1.041 -1.442
H -4.437 0.378 -0.851
H -3.878 0.174 -2.493
H -3.490 -2.240 -2.119
H -4.134 -2.095 -0.464
```

gap between HOMO and LUMO: 6.22 eV
2S+1: 1
energy relative to the best compared isomer or geometry (same formula, charge and spin): 1.0 kcal per mole
total charge: -2
DFT total energy: -166749.147 eV

=====

(4)
Formula: C41H44IN4S2SeSn
Source: the Open Molecules 2025 dataset
Level of theory: ωB97M-V/def2-TZVPD

Geometry as XYZ:
```
94
Properties=species:S:1:pos:R:3
Sn 0.738 0.264 -0.099
S -4.511 1.301 1.565
C -4.006 0.465 2.990
C -4.522 0.530 4.284
C -3.905 -0.221 5.265
C -2.796 -1.026 4.967
C -2.302 -1.108 3.682
C -2.912 -0.351 2.682
N -2.505 -0.311 1.358
C -3.225 0.491 0.670
C -3.107 0.702 -0.790
C -3.555 1.912 -1.322
C -3.517 2.166 -2.681
C -3.055 1.172 -3.535
C -2.613 -0.031 -3.012
C -2.618 -0.276 -1.640
H -5.380 1.149 4.513
H -4.284 -0.184 6.279
H -2.311 -1.582 5.760
H -1.448 -1.731 3.435
H -3.922 2.674 -0.645
H -3.833 3.126 -3.067
H -3.034 1.333 -4.606
H -2.255 -0.803 -3.681
C -4.304 -6.214 -4.860
C -3.762 -5.092 -4.011
C -2.445 -4.673 -4.130
C -1.913 -3.676 -3.314
C -0.470 -3.270 -3.487
C -2.737 -3.088 -2.346
Se -1.924 -1.954 -1.012
C -4.086 -3.458 -2.241
C -5.051 -2.808 -1.283
C -4.572 -4.457 -3.079
H -3.539 -6.605 -5.531
H -5.149 -5.879 -5.464
H -4.656 -7.036 -4.234
H -1.800 -5.145 -4.863
H -0.043 -3.752 -4.368
H 0.138 -3.540 -2.623
H -0.356 -2.191 -3.599
H -4.538 -2.302 -0.467
H -5.728 -3.552 -0.860
H -5.658 -2.067 -1.808
H -5.611 -4.760 -2.983
C 3.052 1.457 4.151
C 2.034 2.336 3.417
C 1.296 3.218 4.426
C 2.679 3.131 2.299
C 3.341 4.316 2.588
C 3.875 5.125 1.594
C 3.668 4.750 0.273
C 3.013 3.576 -0.071
C 2.776 3.261 -1.534
C 1.953 4.355 -2.221
C 4.090 3.021 -2.284
C 2.572 2.666 0.945
N 2.070 1.449 0.632
H 2.562 0.793 4.871
H 3.769 2.085 4.693
H 3.607 0.842 3.449
H 1.307 1.672 2.943
H 1.992 3.748 5.083
H 0.644 2.609 5.059
H 0.683 3.965 3.917
H 3.445 4.623 3.625
H 4.407 6.036 1.839
H 4.027 5.402 -0.520
H 2.207 2.333 -1.574
H 2.530 5.280 -2.321
H 1.053 4.583 -1.645
H 1.650 4.040 -3.224
H 4.724 3.913 -2.245
H 3.905 2.777 -3.335
H 4.639 2.192 -1.833
I 2.536 -1.285 -1.785
N 3.595 -0.902 1.399
C 2.922 -1.917 1.960
S 1.269 -1.813 2.208
N 3.728 -2.956 2.337
C 3.411 -4.150 3.011
C 4.380 -4.674 3.863
C 4.152 -5.859 4.547
C 2.950 -6.534 4.389
C 1.996 -6.019 3.521
C 2.220 -4.841 2.823
H 3.052 -0.103 1.031
H 4.484 -1.070 0.956
H 4.712 -2.738 2.336
H 5.315 -4.142 3.999
H 4.915 -6.247 5.210
H 2.763 -7.453 4.929
H 1.059 -6.542 3.374
H 1.479 -4.457 2.138
```

gap between HOMO and LUMO: 5.48 eV
2S+1: 1
energy relative to the best compared isomer or geometry (same formula, charge and spin): 14.0 kcal per mole
total charge: -1
DFT total energy: -150144.959 eV

=====

(5)
Formula: C41H44IrN3O3P2Si
Source: the Open Molecules 2025 dataset
Level of theory: ωB97M-V/def2-TZVPD

Geometry as XYZ:
```
95
Properties=species:S:1:pos:R:3
Ir -0.433 -0.047 0.473
N 1.692 1.627 -0.421
P 1.867 -0.047 -0.217
C 2.288 -0.658 -1.841
C 1.350 -1.325 -2.624
C 1.658 -1.671 -3.931
C 2.901 -1.344 -4.454
C 3.836 -0.665 -3.680
C 3.536 -0.319 -2.374
C 3.279 -0.199 0.877
C 3.492 0.776 1.854
C 4.616 0.709 2.662
C 5.519 -0.336 2.510
C 5.304 -1.314 1.550
C 4.183 -1.251 0.735
P 0.046 1.846 -0.642
C -0.111 3.537 -0.116
C -0.705 4.470 -0.966
C -0.748 5.805 -0.592
C -0.228 6.196 0.632
C 0.344 5.262 1.491
C 0.399 3.929 1.125
C -0.400 1.656 -2.358
C -1.553 0.978 -2.749
C -1.861 0.854 -4.096
C -1.015 1.400 -5.050
C 0.138 2.077 -4.665
C 0.450 2.205 -3.323
H 2.412 2.291 -0.689
H 0.369 -1.553 -2.226
H 0.932 -2.190 -4.541
H 3.146 -1.617 -5.472
H 4.803 -0.412 -4.095
H 4.275 0.202 -1.776
H 2.795 1.599 1.964
H 4.802 1.483 3.394
H 6.399 -0.384 3.139
H 6.022 -2.113 1.419
H 4.031 -2.004 -0.028
H -1.112 4.164 -1.921
H -1.187 6.537 -1.255
H -0.269 7.237 0.923
H 0.744 5.580 2.444
H 0.832 3.196 1.793
H -2.209 0.541 -2.006
H -2.763 0.340 -4.402
H -1.252 1.301 -6.101
H 0.784 2.518 -5.412
H 1.353 2.730 -3.034
C -3.093 2.604 0.576
Si -3.778 0.914 0.689
C -5.059 0.687 -0.639
C -4.344 0.618 2.426
N -2.437 -0.401 0.414
C -2.831 -1.687 0.395
C -4.205 -2.097 0.536
C -4.544 -3.411 0.622
C -3.541 -4.397 0.565
C -2.211 -4.069 0.377
C -1.870 -2.735 0.260
O -0.591 -2.295 0.056
C 0.449 -3.277 -0.108
C 0.409 -4.112 -1.206
C 1.417 -5.055 -1.335
C 2.424 -5.138 -0.378
C 2.436 -4.269 0.702
C 1.435 -3.311 0.848
H -3.911 3.274 0.861
H -2.806 2.886 -0.436
H -2.271 2.791 1.264
H -5.344 1.663 -1.038
H -5.971 0.221 -0.266
H -4.699 0.081 -1.473
H -5.033 1.418 2.710
H -3.493 0.659 3.110
H -4.858 -0.329 2.581
H -4.975 -1.350 0.592
H -5.577 -3.703 0.748
H -3.813 -5.439 0.667
H -1.459 -4.842 0.326
H -0.382 -4.034 -1.941
H 1.412 -5.729 -2.181
H 3.195 -5.890 -0.474
H 3.218 -4.336 1.446
H 1.402 -2.642 1.698
N 0.405 -0.071 5.518
C -0.198 0.897 4.544
C -0.139 0.251 3.166
O -0.596 0.983 2.216
O 0.295 -0.890 3.067
H -0.255 -0.362 6.241
H 1.237 0.299 5.981
H 0.671 -0.903 4.955
H 0.356 1.833 4.562
H -1.230 1.101 4.822
```

⟨S²⟩: 0.825
gap between HOMO and LUMO (alpha / beta): 6.77 / 6.36 eV
2S+1: 2
energy relative to the best compared isomer or geometry (same formula, charge and spin): 28.4 kcal per mole
total charge: +3
DFT total energy: -83117.064 eV